# 1
15
Properties=species:S:1:pos:R:3:forces:R:3 method="wB97M-V/def2-TZVPD" multiplicity=1 gap_ev=9.50 homo_energy_ha=-0.4787 total_charge=+1 fmax_ha_per_bohr=0.0325 de_lowest_kcal_mol=4.1
C 0.04327 0.02779 1.07437 -1.5 0.2 0.6
C -1.28231 -0.49771 0.47247 0.7 1.0 0.4
S -1.92544 -1.75116 1.62658 0.0 0.1 -0.7
N 0.55820 1.19212 0.28990 0.9 -0.6 -1.0
H -0.11539 0.46602 2.06093 -0.2 -0.5 0.1
H 0.70635 -0.82111 1.17376 0.8 0.3 -0.3
H -1.97154 0.34532 0.38425 -0.2 -0.1 0.2
H -1.10120 -0.81915 -0.55164 -0.1 -0.5 0.1
H -1.69558 -2.77146 0.79183 0.0 -0.1 0.1
H 1.26250 1.72967 0.78595 0.2 0.0 0.1
H 0.94932 0.87417 -0.61812 0.1 0.0 -0.2
H -0.16525 1.84193 0.01870 -0.6 0.2 0.2
H 2.32470 0.07339 -2.20751 -0.5 0.1 -0.4
H 1.01453 -0.25003 -2.97613 0.1 0.2 0.2
O 1.39785 0.36021 -2.32534 0.5 -0.4 0.3

# 2
15
Properties=species:S:1:pos:R:3:forces:R:3 method="wB97M-V/def2-TZVPD" multiplicity=1 gap_ev=10.53 homo_energy_ha=-0.5240 total_charge=+1 fmax_ha_per_bohr=0.0972 de_lowest_kcal_mol=44.5
C -0.16857 -1.12761 -1.32952 -0.5 0.6 1.3
C -0.40007 -0.72700 0.16807 3.5 3.5 -0.4
N -1.72787 -0.01876 0.22617 -1.5 -1.4 -1.2
O 0.41962 0.50489 0.61488 -0.5 -2.1 -1.0
Si 1.96039 1.33910 0.69153 -1.3 -1.6 2.1
H -0.16207 -0.21376 -1.95428 0.1 -0.4 0.4
H -1.01816 -1.74674 -1.68941 0.8 -0.1 0.2
H 0.80341 -1.61249 -1.36434 -0.2 -0.3 -0.4
H -0.21980 -1.54167 0.97806 -1.0 1.4 -1.5
H -1.93406 0.04671 1.18415 -0.6 0.6 1.9
H -1.90150 0.96249 -0.20319 1.1 -2.2 0.4
H -2.37808 -0.75459 -0.13645 -0.1 1.2 0.0
H 1.74610 2.07614 1.92712 0.0 0.0 0.5
H 3.05310 0.34466 1.07340 -0.4 0.6 -1.1
H 1.92758 2.46863 -0.18619 0.5 0.0 -1.4